[1]
C7H28O7 | wB97M-V/def2-TZVPD

```
42
Properties=species:S:1:pos:R:3
H -3.481 -0.126 0.726
H 3.340 -1.192 2.414
H 0.496 -3.309 -1.424
C -3.025 -1.683 -2.355
H 1.563 1.954 4.026
H -2.048 -2.308 -3.874
C -3.663 0.837 0.242
H -3.731 -0.911 -2.078
H -0.623 0.303 -3.682
C 1.320 -2.601 -1.582
H -3.425 -2.664 -2.094
H 0.460 3.154 3.329
O -2.704 -1.618 -3.740
O -0.070 2.260 -3.576
H -4.226 0.710 -0.678
H 0.736 1.568 0.074
H 2.867 3.750 4.723
H 0.092 0.800 -2.151
O 1.716 -1.975 -0.391
H 4.615 -2.355 2.915
O -2.448 1.526 -0.047
H -0.740 2.660 -4.134
H 0.660 3.159 5.009
O -0.283 -0.230 0.554
H -1.588 1.280 -2.493
O 2.325 3.868 3.938
H 1.574 0.456 1.139
C 3.805 -2.165 2.215
O 4.240 -2.298 0.870
C -0.606 1.105 -2.933
C 0.585 0.833 0.875
H -2.293 2.224 0.593
C 1.227 2.990 4.087
H -2.109 -1.549 -1.771
H 1.047 -1.337 -0.093
H 0.954 -1.877 -2.321
H 3.031 -2.925 2.410
H -4.272 1.423 0.933
H 2.140 -3.153 -2.035
H 3.444 -2.152 0.329
H 0.244 1.418 1.739
H -1.144 0.150 0.311
```

Output
HOMO energy ... -9.46 eV
SMILES ... CO.CO.CO.CO.CO.CO.CO
Spin multiplicity ... 1

***

[2]
C7H2N5O6 | wB97M-V/def2-TZVPD

```
20
Properties=species:S:1:pos:R:3
N -0.665 -2.102 -2.345
O -2.568 0.643 -5.794
N -0.936 2.035 1.355
O -1.356 -0.301 1.487
C -4.000 -0.791 -1.527
O -6.232 -0.585 -0.967
N -3.444 0.662 -4.928
C -2.026 -0.787 -3.466
N -5.092 -0.837 -0.570
C -1.853 -1.495 -2.273
N -0.936 -0.989 -4.204
C -4.178 -0.066 -2.723
O -0.133 -1.788 -3.515
O -4.840 -1.128 0.601
C -2.852 -1.495 -1.286
C -1.153 0.825 1.437
O -4.511 1.263 -5.068
C -3.217 -0.053 -3.690
H -2.726 -2.038 -0.363
H -5.102 0.475 -2.879
```

Output
HOMO energy ... -3.63 eV
Charge ... -1
Spin multiplicity ... 1

***

[3]
C7H31ClNO9 | wB97M-V/def2-TZVPD

```
49
Properties=species:S:1:pos:R:3
C -4.174 0.402 1.499
H -0.120 -0.060 0.378
O 1.518 -3.157 -3.423
H 3.966 0.551 -2.909
H -0.710 1.712 3.474
C -2.802 0.801 1.018
C -0.438 0.328 1.352
H -1.068 2.080 -0.985
H -5.297 -1.517 2.921
H 0.114 -2.217 -0.954
C 0.039 1.160 4.070
H 0.746 -1.336 2.143
H -2.760 0.665 -0.061
O 4.865 0.318 -3.214
O -4.143 0.183 2.874
H 2.194 -0.310 -4.027
C -5.288 -0.498 3.323
H 0.626 1.014 -2.025
N -1.801 -0.039 1.628
H -1.462 2.871 -2.469
H 3.920 1.528 -0.105
H 1.489 0.213 2.173
H 1.922 -2.465 -2.867
O -0.360 -3.004 -0.639
H 3.582 -0.482 -4.622
H -2.680 1.872 1.290
H -1.837 1.122 -2.282
H -1.180 -2.652 -0.270
H -4.943 1.147 1.219
H -0.365 1.427 1.285
H 5.087 1.294 -1.059
O 0.147 -0.163 3.697
O 4.556 -2.630 -2.416
H -0.262 1.228 5.113
C 0.514 -0.293 2.343
H 0.993 1.702 3.939
H 0.574 -3.059 -3.254
H 5.197 -1.922 -2.284
O 2.702 -0.148 -4.841
H -4.531 -0.512 0.978
H 3.755 -2.272 -1.994
H 5.109 1.028 -3.821
H -6.195 0.060 3.070
O 0.157 1.627 -2.616
O 4.782 1.889 -0.356
Cl 2.145 -0.655 -1.234
H -1.986 -0.181 2.610
H -5.192 -0.568 4.405
C -1.107 1.915 -2.076
```

Output
HOMO energy ... -6.41 eV
Charge ... -1
Spin multiplicity ... 1

***

[4]
C7H31O8 | wB97M-V/def2-TZVPD

```
46
Properties=species:S:1:pos:R:3
H 0.131 -2.532 -2.050
H -1.395 -0.131 -3.132
H -1.550 -2.481 1.708
O -2.442 2.063 0.067
O -0.243 0.125 0.157
H 1.002 3.240 1.543
H -0.310 0.652 -0.606
O 0.966 2.606 0.900
H 0.558 -1.281 3.043
C -1.120 0.905 -3.042
H -3.273 -1.975 2.012
H 2.744 2.721 1.496
C 0.523 -3.505 -0.352
H -0.133 0.679 1.060
H 0.408 -3.283 0.664
O 2.774 -1.267 -0.232
H 3.583 -2.184 -1.757
H -1.260 3.724 0.476
O -2.746 -1.480 0.063
O -0.063 1.386 -2.162
H 4.497 -0.888 -1.196
C 0.831 -0.232 3.123
H 2.545 3.028 -0.394
H -1.573 3.508 -1.098
H -1.025 -0.239 0.242
H 1.179 -0.362 4.224
H -3.719 -1.713 -0.216
C 2.329 2.496 0.644
H -3.001 4.120 -0.487
O -0.282 0.468 2.784
H -0.106 -4.205 -0.625
H -0.883 1.131 -4.045
H 1.885 -1.683 -0.474
H 3.216 -0.580 -2.270
H -0.612 0.534 3.588
O 0.305 -2.380 -1.081
H 2.457 1.408 0.384
H -3.151 -3.352 0.894
H 1.500 -3.997 -0.775
H 0.531 1.921 -2.716
C -2.725 -2.362 1.223
C -2.041 3.391 -0.296
H -3.210 1.876 0.610
H 1.543 0.005 2.347
H -2.180 1.233 -2.815
C 3.534 -1.107 -1.429
```

Output
HOMO energy ... -12.24 eV
Charge ... +1
Spin multiplicity ... 1

***

[5]
C7H32O11 | wB97M-V/def2-TZVPD

```
50
Properties=species:S:1:pos:R:3
H 1.136 -1.578 1.717
O -2.855 -0.380 2.377
H 3.011 3.281 -0.386
H 0.152 0.629 3.510
H -1.584 2.877 -1.495
H -0.779 -3.456 0.848
H 1.305 2.810 0.368
H 4.087 1.050 0.635
O 3.793 -2.250 1.126
H 4.318 -1.703 0.659
H 2.467 0.960 -1.391
H -2.064 4.103 0.514
O -1.562 -3.142 0.502
H -1.454 -2.176 0.221
H -3.933 0.020 0.252
C 0.941 0.032 -0.004
H -1.518 0.193 0.948
C 2.460 2.708 0.530
H 3.437 -2.027 1.962
C -0.066 0.346 -0.759
O -3.700 0.072 -0.593
H -2.719 -1.208 1.901
C 2.382 0.395 -0.471
O -0.459 0.008 3.306
O 1.091 1.774 -3.576
H -2.618 2.856 0.749
H 0.914 -0.328 1.001
O -1.316 3.165 -2.410
O 0.179 -1.676 -2.856
H 2.346 -2.906 0.151
O 1.338 -2.960 0.012
H -2.105 -0.158 2.915
C -2.437 -0.026 -0.951
O -2.740 3.498 0.154
H 0.418 2.178 -2.929
H -2.709 -0.169 -2.019
H -0.032 -0.847 3.103
O 1.155 -2.063 2.581
H 0.634 -2.031 -3.665
H -0.058 0.835 -1.728
H 1.228 -2.583 -0.848
H 1.171 0.854 -3.300
H 3.071 -0.336 -0.809
C 2.990 1.290 0.596
H 2.514 0.746 1.550
C -1.378 0.066 -0.191
H 0.699 -2.948 2.563
H -0.624 -2.235 -2.954
H 2.555 3.341 1.448
H -2.019 2.718 -2.981
```

Output
HOMO energy ... -8.49 eV
SMILES ... CCC/C=C/C=C/O.O.O.O.O.O.O.O.O.O.O
Spin multiplicity ... 1

***

[6]
C7H32O9 | wB97M-V/def2-TZVPD

```
48
Properties=species:S:1:pos:R:3
O -2.969 -0.102 -1.669
H 0.599 1.997 -1.197
H -1.357 0.539 -2.705
O 1.940 -1.443 -2.700
H 4.207 -1.754 1.374
H 0.357 2.597 -3.730
H -3.746 0.077 2.667
H 0.397 -2.892 -2.343
H 0.323 -1.766 -3.762
O 2.654 -1.643 0.485
C 1.232 2.559 -3.191
H 1.646 1.474 -3.137
C -1.600 -2.570 3.474
H -1.776 1.404 2.367
H 1.355 0.241 2.268
H 4.545 -1.548 -0.485
H -2.074 1.643 -1.750
C 0.983 -2.333 -3.179
H -3.268 2.056 2.910
H -0.491 -0.778 3.502
O 0.950 0.317 -0.802
H -2.253 -2.581 2.706
O -0.801 -1.567 2.892
H 0.961 1.466 0.892
H -1.166 -3.591 3.390
H -0.465 -0.113 -0.290
H 1.276 -2.976 -3.962
C -2.311 0.942 -2.368
H 2.319 -0.907 0.008
H 4.221 -0.106 0.656
C -2.772 1.506 2.042
H -1.912 -0.634 -0.374
O 0.635 2.676 -1.885
H 1.981 3.165 -3.539
O -3.288 0.245 1.800
H -2.571 1.063 -3.396
O 0.736 2.039 1.533
H -1.950 -2.372 4.489
H -2.717 2.125 1.294
H -1.136 -0.586 1.348
H 2.523 1.586 2.423
H 1.509 -1.005 -1.861
C 1.383 1.276 2.469
H 1.779 0.816 -0.653
H -3.802 -0.023 -2.208
C 3.996 -1.143 0.534
O -1.125 -0.840 0.247
H 1.042 1.473 3.409
```

Output
HOMO energy ... -8.80 eV
Spin multiplicity ... 1

***

Table of maximum force (Eh/bohr), in record order: 0.02301; 0.20802; 0.03359; 0.19545; 0.11944; 0.13696
Table of frontier orbital gap (hartree), in record order: 0.3555; 0.1396; 0.3265; 0.3652; 0.3172; 0.3257
Table of energy above the lowest of the compared OMol25 structures with the same formula, charge and spin (kcal/mol), in record order: 80.35; 0.00; 0.00; 24.43; 124.15; 225.05